# 1
Computed, not measured: C30H34NO8OsS as an isolated structure, with the ωB97M-V functional and the def2-TZVPD basis.

Structure (XYZ):
```
75
C30H34NO8OsS | the OMol25 dataset | the ωB97M-V functional and the def2-TZVPD basis
Os -0.3535 -0.7107 2.0092
S 1.4388 3.8738 6.4727
O -1.1337 -0.8047 -6.9415
O -0.5183 0.5734 -1.1407
O 0.8290 5.0066 7.1269
O 2.8776 3.8458 6.3657
O 1.7634 -0.9400 -6.7190
O -0.6795 1.9062 4.1103
O 2.6225 -1.1057 -4.6396
O -0.5561 -2.7460 -6.0088
N 0.7147 3.4570 5.0848
C -2.5430 -0.3727 1.9329
C -2.0857 -0.3348 3.2764
C 0.1132 1.6303 6.4183
C -1.4788 2.7260 -1.8400
C 0.8860 2.0782 -2.4010
C -0.5467 1.5853 -2.2771
C -0.1682 0.0135 8.1924
C 1.5348 -0.2464 0.9897
C 0.2309 -0.7328 -4.9112
C 1.1280 2.0408 8.5963
C -1.1843 -3.2917 -7.1770
C -0.0064 2.3122 5.0879
C 1.6609 -0.9319 -5.3794
C 1.3745 -0.6154 3.2601
C 0.8804 2.3855 7.2758
C 3.0835 -1.2532 -7.1628
C -0.0484 -1.3902 -3.5532
C -1.0852 0.8432 -3.5556
C -0.1958 0.7534 -4.8092
C -2.2355 -1.6573 1.4038
C 1.3123 -1.8773 2.5999
C -1.4945 -1.5877 3.5874
C 1.4249 -1.6506 1.2013
C -0.4350 0.4248 6.8811
C -1.2848 -0.6244 -3.0615
C 1.5139 0.3878 2.2630
C 0.5964 0.8255 9.0509
C -0.5619 -1.4055 -6.0410
C -1.5803 -2.4036 2.4202
C -1.3934 -0.4873 -1.5669
H 0.9624 2.8118 -3.2178
H 1.2095 -2.8398 3.0851
H 1.5753 1.2456 -2.6047
H 3.0790 -1.0770 -8.2373
H -0.2188 -2.4751 -3.6478
H -2.2394 -3.0030 -7.2273
H 1.4088 -2.4124 0.4267
H 3.8376 -0.6338 -6.6600
H -1.0475 -1.8559 4.5379
H -2.1584 0.5171 3.9375
H -0.6636 -2.9170 -8.0638
H 1.5299 1.4552 2.4435
H -0.7777 0.9678 -5.7146
H -1.5101 3.5155 -2.6083
H -1.0822 -0.1564 6.2256
H 1.6179 0.2520 0.0323
H 0.8318 -1.2112 -2.9147
H -2.1811 -1.0993 -3.4887
H -2.0685 1.2760 -3.8160
H 3.2900 -2.3108 -6.9508
H -0.5617 -0.9351 8.5636
H 1.2039 2.5730 -1.4718
H 1.7071 2.7216 9.2152
H -1.1941 -3.4111 2.3214
H -3.0093 0.4510 1.4051
H -2.4265 -0.1947 -1.2783
H -2.4528 -1.9962 0.3951
H -2.5104 2.3731 -1.6963
H 1.2912 -0.4451 4.3280
H -1.0799 -4.3710 -7.0871
H -1.1226 -1.4119 -1.0438
H 0.7871 0.5146 10.0752
H -1.1262 3.1783 -0.9008
H 0.6824 1.4050 -4.7837
```

Properties
Highest occupied orbital energy (spin up / spin down) ... -0.89 / -5.34 eV
Energy above the lowest of the compared OMol25 structures with the same formula, charge and spin ... 0.0 kcal per mole
Total charge ... -1
LUMO energy (spin up / spin down) ... 1.83 / 1.82 eV
Multiplicity ... 5
Expectation value of S² ... 6.013
Maximum force ... 0.175 hartree/bohr



# 2
Computed, not measured: an isolated ion of composition C3H4IN2O and charge +1, with the ωB97M-V functional and the def2-TZVPD basis.

Structure (XYZ):
```
11
C3H4IN2O | the OMol25 dataset | the ωB97M-V functional and the def2-TZVPD basis
I -5.4454 -0.2715 0.1194
O -2.7576 0.9078 -0.6136
N -0.4978 -0.6507 -0.3835
N 0.4964 -1.3704 -0.3616
C -0.6770 0.3968 0.2967
C -3.9114 0.5877 -1.0252
C -1.8229 1.1500 0.2546
H 1.3106 -1.2443 0.2697
H 0.1947 0.5569 1.0164
H 0.5057 -2.2207 -0.8658
H -1.9212 2.0824 0.9418
```

Properties
Highest occupied orbital energy (spin up / spin down) ... -12.33 / -12.34 eV
Energy above the lowest of the compared OMol25 structures with the same formula, charge and spin ... 120.6 kcal per mole
Total charge ... +1
LUMO energy (spin up / spin down) ... -6.42 / -6.41 eV
Maximum force ... 0.096 hartree/bohr